DFT (ωB97M-V/def2-TZVPD) results for a structure of composition F6Li2N3O12S6.

Summary:
ΔE to the lowest compared entry with this formula, charge and spin (kcal/mol): 26.9
2S+1: 2
Orbital gap (spin up / spin down) (eV): 3.3 / 7.6
E_LUMO (spin up / spin down) (hartree): 0.139 / 0.135
Net charge: -2

CARTESIAN COORDINATES (ANGSTROEM)
Li (0.94, 9.16, -15.87)
Li (0.89, 8.78, -18.39)
N (2.02, 7.94, -16.91)
S (2.03, 6.19, -16.84)
O (1.88, 5.55, -15.54)
O (2.61, 5.30, -17.91)
F (0.51, 6.16, -17.38)
S (3.55, 8.09, -16.89)
O (4.31, 7.93, -18.17)
O (4.24, 7.78, -15.62)
F (3.47, 9.64, -16.77)
N (0.95, 9.56, -13.95)
S (-0.25, 8.57, -13.22)
O (-0.53, 8.73, -11.80)
O (-0.45, 7.26, -13.77)
F (-1.48, 9.37, -13.79)
S (2.01, 9.01, -12.98)
O (2.40, 7.65, -13.07)
O (2.10, 9.77, -11.73)
F (3.27, 9.72, -13.75)
N (-0.35, 9.76, -17.23)
S (-1.94, 9.21, -17.51)
O (-2.18, 8.66, -18.82)
O (-3.08, 9.77, -16.78)
F (-1.86, 7.85, -16.67)
S (-0.72, 11.16, -16.94)
O (-0.64, 11.53, -15.52)
O (-1.66, 11.89, -17.82)
F (0.72, 11.75, -17.37)



DFT (ωB97M-V/def2-TZVPD) results for a cluster of 5 separate species, C22H46FN2O8S in total.

Summary:
ΔE to the lowest compared entry with this formula, charge and spin (kcal/mol): 0.0
Orbital gap (eV): 4.8
E_LUMO (hartree): -0.209
Net charge: +1

CARTESIAN COORDINATES (ANGSTROEM)
N (5.47, -3.20, 2.95)
N (4.54, -2.17, 2.68)
C (5.00, -0.98, 2.30)
C (4.13, 0.04, 2.04)
C (2.77, -0.20, 2.15)
C (1.87, 1.00, 1.86)
O (2.40, 2.05, 1.63)
O (0.50, 0.95, 1.90)
C (2.32, -1.47, 2.50)
S (0.59, -1.95, 2.61)
O (0.00, -1.66, 1.36)
O (0.63, -3.35, 2.87)
F (-0.09, -1.21, 3.79)
C (3.25, -2.44, 2.79)
H (6.30, -2.79, 3.37)
H (5.04, -3.77, 3.68)
H (6.07, -0.79, 2.18)
H (4.50, 1.01, 1.74)
H (0.27, 1.22, 2.80)
H (2.89, -3.42, 3.10)
C (0.06, 1.83, -1.35)
C (1.48, 2.19, -1.74)
O (2.16, 1.13, -2.40)
C (1.60, 0.69, -3.63)
C (1.51, 1.78, -4.68)
H (0.08, 0.94, -0.72)
H (-0.41, 2.65, -0.81)
H (-0.56, 1.61, -2.22)
H (2.05, 2.39, -0.83)
H (1.52, 3.10, -2.34)
H (0.62, 0.24, -3.45)
H (2.25, -0.11, -3.99)
H (0.87, 2.60, -4.38)
H (1.11, 1.37, -5.61)
H (2.50, 2.19, -4.89)
C (-2.57, -1.90, -0.30)
C (-3.84, -1.13, -0.64)
O (-4.80, -1.89, -1.34)
C (-5.30, -3.05, -0.68)
C (-5.97, -2.76, 0.65)
H (-2.11, -2.29, -1.22)
H (-1.86, -1.26, 0.20)
H (-2.77, -2.75, 0.35)
H (-3.58, -0.30, -1.29)
H (-4.28, -0.70, 0.27)
H (-4.49, -3.79, -0.56)
H (-6.02, -3.50, -1.36)
H (-5.29, -2.32, 1.37)
H (-6.36, -3.68, 1.08)
H (-6.80, -2.06, 0.51)
C (-4.13, -1.23, -5.09)
C (-5.46, -0.93, -4.42)
O (-6.20, 0.11, -5.05)
C (-6.56, -0.12, -6.40)
C (-7.43, -1.34, -6.61)
H (-3.51, -0.33, -5.12)
H (-3.60, -2.01, -4.53)
H (-4.26, -1.58, -6.11)
H (-5.28, -0.59, -3.40)
H (-6.08, -1.83, -4.34)
H (-5.66, -0.16, -7.03)
H (-7.11, 0.77, -6.72)
H (-6.91, -2.26, -6.32)
H (-7.70, -1.44, -7.67)
H (-8.34, -1.27, -6.02)
C (5.12, 3.96, 3.74)
C (4.31, 3.90, 5.03)
O (4.12, 2.58, 5.52)
C (5.29, 1.85, 5.83)
C (6.16, 2.50, 6.90)
H (4.63, 3.36, 2.97)
H (5.20, 4.99, 3.39)
H (6.13, 3.57, 3.87)
H (3.32, 4.31, 4.84)
H (4.76, 4.53, 5.80)
H (5.88, 1.67, 4.92)
H (4.96, 0.88, 6.19)
H (6.53, 3.48, 6.59)
H (7.02, 1.88, 7.12)
H (5.58, 2.65, 7.81)



DFT (ωB97M-V/def2-TZVPD) results for a cluster of 2 separate species, C3H7O3S in total.

Summary:
2S+1: 3
Orbital gap (spin up / spin down) (eV): 3.2 / 6.3
E_LUMO (spin up / spin down) (hartree): 0.127 / 0.091
Net charge: -1

CARTESIAN COORDINATES (ANGSTROEM)
C (0.79, 2.00, -0.11)
C (0.58, -1.27, 0.11)
C (-0.42, 1.08, 0.07)
O (-1.35, -2.30, 1.62)
O (-1.59, -1.99, -0.97)
O (-1.30, 1.14, -0.83)
S (-0.62, -2.52, 0.37)
H (0.54, 3.07, -0.06)
H (1.50, 1.92, 0.69)
H (1.33, 1.88, -0.97)
H (1.13, -0.92, 0.88)
H (1.08, -1.60, -0.72)
H (-0.65, 0.74, 1.11)
H (-1.02, -1.25, -1.20)



DFT (ωB97M-V/def2-TZVPD) results for a cluster of 2 separate species, C13H19FN3O4S in total.

Summary:
Orbital gap (eV): 7.7
E_LUMO (hartree): -0.199
Net charge: +1

CARTESIAN COORDINATES (ANGSTROEM)
C (-2.99, 2.73, -2.40)
O (-1.90, 2.62, -3.38)
C (-1.74, 1.23, -3.88)
C (-1.71, 0.22, -2.59)
C (-0.80, 0.35, -1.24)
N (-0.69, -0.47, -0.02)
N (-1.49, -1.56, 0.07)
C (-1.41, -2.40, 1.36)
C (-0.76, -1.50, 2.57)
F (-1.24, -2.12, 3.86)
C (-2.39, -1.92, -1.06)
C (-2.65, -1.17, -2.49)
N (-3.59, -1.61, -3.60)
C (-4.89, -1.72, -3.15)
O (-6.14, -1.43, -2.70)
H (-3.47, 3.82, -2.49)
H (-3.88, 1.98, -2.56)
H (-2.56, 2.64, -1.29)
H (-2.74, 1.01, -4.49)
H (-0.86, 1.10, -4.64)
H (-0.07, 1.30, -1.25)
H (-0.78, -3.39, 1.12)
H (-2.49, -2.76, 1.70)
H (0.41, -1.51, 2.49)
H (-1.15, -0.37, 2.59)
H (-3.05, -2.90, -0.89)
C (4.12, 1.26, 0.93)
C (4.80, 1.02, 2.28)
C (3.73, 0.55, 3.26)
S (2.47, -0.25, 2.27)
O (1.25, 0.52, 2.35)
O (2.50, -1.68, 2.53)
C (3.24, 0.05, 0.69)
H (4.85, 1.39, 0.13)
H (3.51, 2.17, 0.99)
H (5.56, 0.23, 2.17)
H (5.31, 1.91, 2.65)
H (4.13, -0.16, 3.99)
H (3.26, 1.39, 3.77)
H (2.47, 0.23, -0.07)
H (3.83, -0.83, 0.43)



Question: Among the records above, which one has the lowest net charge?
Answer: F6Li2N3O12S6